1.
Below is C20H20N4O4S in the gas phase, with properties calculated with wB97M-V/def2-TZVPD.

Properties
DFT total energy ... -46050.628 eV
LUMO energy ... 0.5 eV
ΔE to the lowest compared entry with this formula, charge and spin ... 11.4 kcal/mol
Orbital gap ... 0.34093 Eh
Structure (SMILES) ... COc1ccc(CC(=O)Nc2ccc(S(=O)(=O)Nc3nccc(C)n3)cc2)cc1

```
! RIJCOSX wB97M-V def2-TZVPD def2/J DEFGRID3
* xyz 0 1
C 3.100 3.804 0.587
O 2.914 3.080 -0.605
C 2.941 1.720 -0.552
C 3.110 0.969 0.605
C 3.101 -0.415 0.539
C 2.919 -1.077 -0.664
C 2.917 -2.585 -0.735
C 2.498 -3.235 0.562
O 3.292 -3.793 1.289
N 1.182 -3.217 0.957
C -0.027 -2.752 0.457
C -0.171 -1.904 -0.643
C -1.429 -1.490 -1.039
C -2.545 -1.905 -0.345
S -4.151 -1.311 -0.819
O -5.131 -2.342 -0.660
O -4.085 -0.618 -2.067
N -4.505 -0.215 0.433
C -3.802 0.946 0.541
N -4.361 1.955 1.207
C -3.639 3.059 1.301
C -2.376 3.178 0.747
C -1.875 2.058 0.085
C -0.525 2.031 -0.549
N -2.593 0.946 -0.006
C -2.431 -2.745 0.746
C -1.179 -3.167 1.141
C 2.765 -0.318 -1.822
C 2.775 1.059 -1.770
H 3.050 4.854 0.305
H 2.313 3.587 1.317
H 4.077 3.598 1.035
H 3.253 1.444 1.562
H 3.245 -0.982 1.447
H 2.281 -2.935 -1.551
H 3.938 -2.930 -0.930
H 1.077 -3.734 1.825
H 0.684 -1.531 -1.174
H -1.564 -0.830 -1.879
H -5.449 -0.201 0.788
H -4.105 3.873 1.842
H -1.808 4.090 0.825
H -0.629 1.832 -1.614
H -0.005 2.975 -0.412
H 0.065 1.221 -0.125
H -3.322 -3.061 1.264
H -1.080 -3.824 1.993
H 2.638 -0.812 -2.775
H 2.654 1.651 -2.663
*
```

2.
Below is 4 unconnected molecules or ions with the total composition C26H33IN4OS, with properties calculated with wB97M-V/def2-TZVPD.

Properties
DFT total energy ... -54440.699 eV
LUMO energy ... 0.4 eV
Orbital gap ... 0.28735 Eh
Structure (SMILES) ... OCCN1c2ccccc2Sc2ccc(I)cc21.CCCC#N.CCCC#N.CCCC#N

```
! RIJCOSX wB97M-V def2-TZVPD def2/J DEFGRID3
* xyz 0 1
O 0.111 -3.486 -0.136
C 0.259 -2.191 -0.702
C -0.307 -2.120 -2.138
N -1.350 -1.130 -2.357
C -2.616 -1.413 -1.768
C -2.862 -2.612 -1.080
C -4.123 -2.890 -0.542
C -5.170 -1.977 -0.665
C -4.940 -0.782 -1.343
C -3.690 -0.514 -1.903
S -3.533 0.940 -2.881
C -1.837 1.267 -2.574
C -1.409 2.596 -2.618
C -0.056 2.932 -2.508
C 0.856 1.891 -2.335
I 2.896 2.340 -2.180
C 0.444 0.556 -2.257
C -0.919 0.213 -2.376
H -0.492 -3.432 0.610
H 1.324 -1.952 -0.712
H -0.232 -1.433 -0.090
H -0.674 -3.106 -2.408
H 0.493 -1.926 -2.846
H -2.090 -3.352 -0.952
H -4.272 -3.826 -0.023
H -6.134 -2.196 -0.232
H -5.730 -0.052 -1.450
H -2.148 3.372 -2.765
H 0.263 3.960 -2.563
H 1.204 -0.194 -2.114
C 2.842 -5.440 -4.604
C 3.238 -4.424 -5.667
C 2.641 -3.035 -5.412
C 1.178 -3.066 -5.408
N 0.037 -3.090 -5.401
H 1.762 -5.592 -4.585
H 3.309 -6.405 -4.800
H 3.154 -5.112 -3.610
H 2.921 -4.773 -6.651
H 4.325 -4.325 -5.699
H 2.961 -2.326 -6.176
H 2.974 -2.652 -4.445
C -0.366 3.387 3.166
C 0.239 2.375 2.203
C -0.782 1.817 1.207
C -1.860 1.103 1.891
N -2.687 0.523 2.427
H -1.146 2.934 3.781
H 0.404 3.777 3.830
H -0.806 4.230 2.628
H 0.681 1.550 2.765
H 1.049 2.844 1.641
H -0.304 1.122 0.519
H -1.218 2.618 0.610
C 1.340 4.712 7.568
C 1.240 3.202 7.394
C 2.507 2.588 6.785
C 2.783 3.129 5.455
N 2.998 3.567 4.422
H 1.467 5.214 6.608
H 0.435 5.106 8.030
H 2.186 4.980 8.204
H 0.386 2.958 6.760
H 1.065 2.728 8.361
H 2.405 1.506 6.693
H 3.373 2.787 7.418
*
```

3.
Below is a molecular structure, C23H51BCrF4NO16, with properties calculated with wB97M-V/def2-TZVPD.

Properties
DFT total energy ... -98899.437 eV
LUMO energy (spin up / spin down) ... 0.4 / 0.3 eV
Expectation value of S² ... 8.754
ΔE to the lowest compared entry with this formula, charge and spin ... 0.0 kcal/mol
Orbital gap (spin up / spin down) ... 0.19958 / 0.30458 Eh

```
! RIJCOSX wB97M-V def2-TZVPD def2/J DEFGRID3
* xyz 0 6
Cr -1.786 -1.240 -3.222
N -0.048 2.757 -2.598
H 0.806 2.739 -3.136
H 0.122 2.279 -1.725
H -0.646 2.141 -3.131
H -0.344 3.715 -2.472
C -2.227 0.755 -6.520
C -1.904 1.546 -5.285
C -3.018 2.662 -5.216
O -1.813 0.749 -4.095
H -2.345 1.436 -7.363
H -3.145 0.177 -6.410
H -1.478 -0.019 -6.682
H -0.928 2.010 -5.431
H -2.711 3.397 -4.471
H -4.000 2.256 -4.973
H -3.144 3.258 -6.120
B -0.274 0.318 -0.563
F -1.470 0.840 -0.183
F -0.356 -0.399 -1.738
F 0.799 1.264 -0.765
F 0.085 -0.507 0.420
C 1.466 -4.291 0.369
C 0.158 -3.582 0.162
O -0.919 -4.463 -0.278
C -1.909 -4.058 -1.143
O -1.904 -2.967 -1.750
O -3.011 -4.824 -1.017
C -3.097 -6.072 -0.260
H 2.001 -4.287 -0.581
H 1.400 -5.341 0.654
H 2.020 -3.828 1.185
H 0.368 -2.746 -0.504
H -0.166 -3.137 1.103
H -3.352 -5.689 0.728
H -2.121 -6.557 -0.215
H -3.844 -6.721 -0.717
C 3.524 0.198 1.977
C 3.421 1.250 0.806
O 4.340 2.262 0.990
C 5.635 2.086 0.499
O 6.178 1.080 0.046
O 6.292 3.222 0.854
C 7.588 3.509 0.429
H 2.898 -0.668 1.762
H 3.249 0.570 2.964
H 4.539 -0.181 2.100
H 2.452 1.746 0.860
H 3.541 0.748 -0.154
H 7.917 3.149 -0.546
H 8.211 2.986 1.154
H 7.752 4.587 0.433
C 4.487 6.370 0.754
C 3.366 5.696 0.025
O 2.564 4.983 0.981
C 1.337 4.517 0.650
O 0.756 4.693 -0.388
O 0.986 3.728 1.639
C -0.294 3.069 1.714
H 4.165 6.618 1.765
H 4.804 7.273 0.233
H 5.350 5.714 0.873
H 3.784 5.086 -0.777
H 2.829 6.479 -0.511
H -0.574 2.800 2.732
H -0.223 2.085 1.252
H -1.118 3.528 1.167
C 0.091 -0.932 3.719
C -0.927 -1.902 4.266
O -0.157 -2.954 4.848
C -0.307 -4.188 4.394
O -0.856 -4.629 3.341
O 0.305 -4.965 5.394
C 0.462 -6.338 5.240
H -0.215 0.084 3.469
H 0.508 -1.409 2.832
H 0.875 -0.677 4.432
H -1.569 -2.265 3.464
H -1.629 -1.348 4.890
H 0.504 -6.924 6.158
H 1.473 -6.495 4.863
H -0.155 -6.864 4.511
C -4.087 -2.347 1.386
C -3.419 -1.088 0.892
O -4.474 -0.452 0.148
C -4.358 -0.308 -1.142
O -3.387 -0.745 -1.816
O -5.406 0.410 -1.583
C -5.524 0.784 -2.913
H -4.261 -2.985 0.520
H -4.970 -2.147 1.993
H -3.380 -2.786 2.090
H -2.510 -1.315 0.335
H -3.127 -0.453 1.729
H -5.325 -0.145 -3.446
H -4.722 1.514 -3.020
H -6.475 1.114 -3.333
*
```